The following is a quantum chemistry calculation of 25 unconnected molecules or ions with the total composition C61H184N38O25 at a distorted geometry, from the Open Molecules 2025 dataset.

Each line ends with the Löwdin charge.
Cartesian coordinates (Å):
C: 20.3747 16.3923 18.4589  -0.0428
C: 19.4819 16.7813 19.6175  -0.3847
C: 19.9241 17.9840 20.3834  -0.1907
O: 21.1459 17.8009 21.0852  -0.2300
C: 21.0796 17.1414 22.3291  -0.0891
N: 18.1827 17.2151 18.9447  0.0627
H: 20.1627 17.1277 17.6571  0.0833
H: 20.0608 15.4596 18.0817  0.0424
H: 21.4062 16.3158 18.7435  0.0656
H: 19.3837 15.9241 20.2546  0.1256
H: 19.2374 18.2034 21.1498  0.0756
H: 19.9843 18.8818 19.7515  0.1328
H: 20.0553 16.9786 22.6647  0.0615
H: 21.4834 17.8758 23.0723  0.0862
H: 21.6265 16.1943 22.3246  0.0703
H: 17.8397 16.4381 18.3793  0.0486
H: 17.4615 17.2865 19.7062  0.0521
C: 23.3661 14.7739 20.4036  -0.0697
C: 24.1100 13.8370 21.3576  -0.3767
C: 23.4574 12.4167 21.1950  -0.2136
O: 24.3610 11.5589 21.7736  -0.1883
C: 23.8635 10.2289 21.9808  -0.0700
N: 25.5376 13.8432 21.0867  0.0247
H: 23.5469 14.7613 19.2372  0.1064
H: 23.4976 15.8416 20.7733  0.0667
H: 22.2804 14.6280 20.4403  0.0558
H: 23.9572 14.2545 22.3526  0.1276
H: 23.3974 12.1358 20.1331  0.1212
H: 22.4752 12.4093 21.6484  0.1059
H: 24.6772 9.6539 22.3365  0.0691
H: 23.5159 9.7326 21.0978  0.0744
H: 23.1475 10.1716 22.8383  0.1068
H: 26.0144 12.9940 21.4334  0.0992
H: 25.6611 13.6212 20.1032  0.0588
C: 24.3260 19.0832 17.0805  -0.0389
C: 25.8148 19.3042 17.2730  -0.4251
C: 26.0375 20.7681 17.4140  -0.2380
O: 25.5185 21.4975 16.3220  -0.1939
C: 25.5441 22.9237 16.5471  -0.0715
N: 26.3519 18.5475 18.4170  0.0660
H: 23.9190 19.7923 16.4238  0.0545
H: 23.7873 19.2249 18.0085  0.0634
H: 24.1482 18.1673 16.5402  0.0639
H: 26.3174 18.9739 16.3480  0.1442
H: 27.1367 20.9858 17.5697  0.1329
H: 25.4791 21.0883 18.2964  0.1083
H: 26.4994 23.4034 16.3394  0.0723
H: 25.3069 23.0681 17.6484  0.0889
H: 24.7434 23.3286 15.8888  0.0966
H: 25.8152 18.7935 19.2249  0.0296
H: 27.3627 18.5964 18.5734  0.0927
C: 14.3128 10.3352 11.7610  -0.0760
C: 14.5114 11.4225 12.7989  -0.4521
C: 15.9194 11.8535 12.9394  -0.2631
O: 16.1320 12.7974 13.9360  -0.1926
C: 17.5068 13.2802 13.9154  -0.0826
N: 13.6081 12.5738 12.4220  0.0663
H: 14.5722 9.2985 12.1021  0.0942
H: 14.9385 10.5333 10.8854  0.0776
H: 13.2972 10.3940 11.3919  0.0656
H: 14.1706 10.9191 13.7242  0.1368
H: 16.1654 12.1641 11.8822  0.1541
H: 16.4692 10.9648 13.2770  0.1365
H: 18.2296 12.4095 14.0573  0.0953
H: 17.5090 13.9928 14.7439  0.0692
H: 17.7510 13.7977 12.9859  0.0722
H: 12.6931 12.1393 12.4534  0.0637
H: 13.6969 13.2035 13.1766  0.0109
C: 12.5433 14.7647 23.7487  -0.0397
C: 12.0209 14.4554 22.3410  -0.3963
C: 11.2068 15.6318 21.6997  -0.1630
O: 10.5990 15.1511 20.4844  -0.1945
C: 10.5223 16.1563 19.4608  -0.0942
N: 13.1300 14.2492 21.4148  0.0524
H: 13.0753 13.8548 23.9720  0.0670
H: 11.6782 14.8966 24.4327  0.0943
H: 13.1605 15.6214 23.8023  0.0554
H: 11.4095 13.5641 22.3593  0.1331
H: 11.9165 16.4447 21.5140  0.1196
H: 10.3933 15.9285 22.2436  0.0941
H: 9.9615 17.0421 19.7395  0.0831
H: 10.0528 15.7022 18.5923  0.0825
H: 11.5006 16.4977 19.1763  0.0687
H: 13.6442 13.4668 21.7331  0.0451
H: 12.7178 13.8996 20.6016  0.0571
C: 11.6041 16.0562 15.2585  -0.0689
C: 12.4227 14.8036 15.2236  -0.4344
C: 13.8816 15.1226 15.5608  -0.1904
O: 13.9790 15.6538 16.8841  -0.2108
C: 15.3119 15.7758 17.2976  -0.1247
N: 12.0311 13.7001 16.1469  0.0507
H: 11.8760 16.5359 16.2375  0.0810
H: 10.5299 15.8251 15.2978  0.0781
H: 11.7546 16.7416 14.4419  0.0745
H: 12.4154 14.3996 14.1828  0.1248
H: 14.1211 15.9802 14.8436  0.1485
H: 14.5376 14.2664 15.4853  0.1071
H: 15.9967 16.3704 16.6592  0.0882
H: 15.7261 14.8235 17.1743  0.0603
H: 15.3541 16.0614 18.3457  0.0820
H: 11.0273 13.4451 16.0282  0.0852
H: 12.1738 14.0218 17.0761  0.0368
C: 20.1649 12.1540 20.1602  -0.0397
C: 20.7656 10.7532 19.7703  -0.4103
C: 20.3283 9.6854 20.7358  -0.2384
O: 20.5742 8.3802 20.2491  -0.2002
C: 20.1890 7.3634 21.2068  -0.0711
N: 20.2828 10.5211 18.3922  0.0384
H: 19.0786 12.1290 20.0474  0.0610
H: 20.5890 12.8292 19.3982  0.0667
H: 20.3930 12.5943 21.1126  0.0528
H: 21.8605 10.6952 19.7244  0.1072
H: 19.2193 9.8621 20.9029  0.1145
H: 20.6919 9.7800 21.8077  0.1421
H: 19.0960 7.5188 21.3987  0.1012
H: 20.8293 7.3785 22.0391  0.0655
H: 20.2717 6.3791 20.7360  0.0872
H: 20.5193 9.5682 18.1334  0.0748
H: 19.2412 10.5979 18.4444  0.0970
C: 21.2427 16.1304 30.1993  -0.0532
C: 20.9067 16.5360 28.7514  -0.3447
C: 19.5323 17.1833 28.6276  -0.1999
O: 18.5327 16.5470 29.4501  -0.1952
C: 17.2228 17.0054 29.1485  -0.1186
N: 21.8219 17.4646 27.9841  0.0457
H: 21.9950 16.6686 30.7453  0.0596
H: 21.7165 15.1590 30.1724  0.0657
H: 20.4292 16.0768 30.9042  0.0659
H: 20.9337 15.5591 28.1974  0.1457
H: 19.1948 17.1231 27.5661  0.1035
H: 19.5851 18.2529 28.8620  0.1290
H: 16.5149 16.2576 29.4888  0.0769
H: 17.0901 17.1013 28.0554  0.0844
H: 16.9102 17.9918 29.6018  0.0979
H: 22.0469 18.2945 28.4276  0.0533
H: 22.7986 17.1600 27.8516  0.0646
C: 16.4550 11.1868 23.5723  -0.0456
C: 16.8809 11.5824 22.1503  -0.3758
C: 15.7527 11.1917 21.2289  -0.2370
O: 15.9090 11.6453 19.9005  -0.1881
C: 14.9679 10.9926 19.0663  -0.1008
N: 17.2716 13.0489 22.0662  0.0597
H: 17.1346 11.5120 24.3886  0.0916
H: 16.3321 10.1348 23.7209  0.0711
H: 15.4687 11.5398 23.7086  0.0484
H: 17.7321 10.9818 21.8809  0.1001
H: 14.7999 11.5446 21.6609  0.1140
H: 15.5586 10.1536 21.2247  0.1080
H: 14.8983 9.8696 19.2336  0.1087
H: 15.2963 11.1945 18.0434  0.0899
H: 13.9624 11.4019 19.2060  0.0824
H: 18.2596 13.1272 22.1070  0.0238
H: 16.9951 13.3299 21.0589  0.1115
C: 26.8152 16.2579 29.1342  -0.0871
C: 25.7004 16.2031 28.1737  -0.5024
C: 25.6236 17.4543 27.2868  -0.1427
O: 24.3922 17.2920 26.5073  -0.2506
C: 24.2052 18.3647 25.6300  -0.1237
N: 25.8239 15.0030 27.4101  0.0480
H: 26.5532 17.0837 29.7821  0.0797
H: 27.7744 16.4585 28.6977  0.0749
H: 26.8931 15.3263 29.7296  0.0997
H: 24.8642 16.1351 28.8701  0.1328
H: 26.4394 17.5521 26.5131  0.1433
H: 25.4971 18.3560 27.9076  0.1302
H: 23.3672 18.0511 24.9760  0.0879
H: 25.1198 18.7265 25.1199  0.0919
H: 23.8696 19.2376 26.1255  0.0682
H: 25.1984 14.9693 26.6008  0.0732
H: 26.7543 15.0625 27.0095  0.0744
C: 17.4577 20.8612 21.3983  -0.0725
C: 16.6754 20.5388 20.1787  -0.3953
C: 15.2485 20.3876 20.6765  -0.1512
O: 14.2232 20.2774 19.6094  -0.2265
C: 12.9240 20.5730 20.0484  -0.1061
N: 16.7929 21.6353 19.1241  0.0555
H: 17.4725 20.0968 22.1453  0.0370
H: 16.9973 21.7771 21.9046  0.1129
H: 18.5057 21.1206 21.1724  0.0625
H: 17.0012 19.5944 19.7103  0.1121
H: 14.9754 21.2702 21.1911  0.1079
H: 15.3233 19.4898 21.2207  0.0850
H: 12.9493 21.5892 20.4476  0.0878
H: 12.6225 20.0350 20.9320  0.0820
H: 12.3042 20.5023 19.2248  0.0674
H: 16.5189 22.5643 19.4675  0.0919
H: 16.1994 21.4509 18.3496  0.0306
C: 25.8711 25.6621 22.3319  -0.0659
C: 25.6654 24.9406 21.0057  -0.4410
C: 27.0074 24.8216 20.3301  -0.1921
O: 26.9763 23.8501 19.2637  -0.1971
C: 28.2118 23.6345 18.7042  -0.1333
N: 25.1496 23.5948 21.2378  0.0681
H: 26.4815 26.5994 22.2535  0.0982
H: 26.4691 25.0305 22.9553  0.0627
H: 24.9359 25.7510 22.8963  0.0801
H: 25.0294 25.4717 20.2898  0.1403
H: 27.7264 24.5167 21.2189  0.1601
H: 27.3613 25.7121 19.9326  0.1014
H: 28.4212 24.2670 17.8240  0.0993
H: 28.3244 22.6428 18.3956  0.0537
H: 28.8973 23.8582 19.4781  0.0709
H: 24.8184 23.1997 20.3910  0.0399
H: 24.4107 23.7151 21.8758  0.0637
C: 25.4199 14.5637 17.2483  -0.6833
O: 25.0583 13.4801 17.6797  -0.0125
N: 24.8563 15.2279 16.2126  0.1801
N: 26.5695 15.1550 17.6948  0.1601
H: 23.8851 14.9741 15.9455  0.0646
H: 25.1875 16.1722 16.0503  0.0886
H: 26.9857 14.6681 18.4584  0.0807
H: 26.5225 16.1698 17.7903  0.0672
C: 20.3009 12.8834 11.9700  -0.6966
O: 19.3358 12.1977 11.8092  0.0318
N: 21.3723 12.3495 12.6414  0.1384
N: 20.4206 14.2293 11.6369  0.1570
H: 21.3243 11.3875 12.9582  0.1040
H: 22.1807 12.8762 12.9848  0.0976
H: 19.6892 14.6841 11.1279  0.0726
H: 21.3730 14.6058 11.5211  0.1060
C: 20.5942 13.6169 24.4120  -0.6320
O: 20.5687 12.3490 24.4413  -0.0556
N: 19.4123 14.2913 24.3278  0.1605
N: 21.7635 14.3244 24.5734  0.1696
H: 18.5273 13.7804 24.3451  0.0895
H: 19.3539 15.2822 24.5752  0.0381
H: 22.4473 13.8071 25.0984  0.1027
H: 21.6580 15.2927 24.8066  0.0780
C: 17.1647 17.1434 12.2282  -0.6439
O: 18.1201 16.6170 11.6231  -0.0382
N: 16.1922 17.9738 11.7120  0.1740
N: 17.1694 16.9786 13.5773  0.1698
H: 15.5914 18.5205 12.3074  0.0843
H: 16.0350 17.9616 10.7156  0.1044
H: 18.0204 16.7696 14.0481  0.0708
H: 16.5583 17.5794 14.1130  0.0470
C: 19.5579 18.2675 25.0565  -0.6535
O: 19.4224 17.0537 25.0549  -0.0451
N: 20.5518 18.8848 25.7874  0.1797
N: 18.6953 19.0656 24.3276  0.1797
H: 21.0635 18.3579 26.4896  0.0392
H: 20.6549 19.8808 25.6233  0.0587
H: 18.1884 18.5653 23.5669  0.0734
H: 18.7810 20.0935 24.3404  0.1036
C: 26.8551 17.0696 22.3043  -0.5989
O: 26.9342 18.3025 22.4652  -0.0407
N: 27.5702 16.1628 23.1135  0.1329
N: 26.0252 16.5555 21.3050  0.1574
H: 28.4462 16.5878 23.4065  0.0946
H: 27.5929 15.1648 22.8749  0.0913
H: 25.4704 17.3119 20.8263  0.0761
H: 26.0289 15.5954 21.0282  0.0104
C: 16.4410 16.7459 22.1863  -0.6196
O: 17.0533 17.7989 21.8186  -0.0731
N: 15.1652 16.5421 21.7306  0.1596
N: 16.9922 15.8833 23.0620  0.1763
H: 14.7700 17.3175 21.1406  0.1122
H: 14.6732 15.6344 21.5965  0.0616
H: 16.7049 14.8803 23.0637  0.0816
H: 17.9469 16.2133 23.2585  0.0711
C: 24.2001 20.3456 20.9964  -0.6334
O: 23.8716 21.2467 20.2938  0.0342
N: 23.7785 18.9995 20.8658  0.1649
N: 24.9939 20.5530 22.1434  0.1694
H: 23.8452 18.5172 21.7611  0.0898
H: 22.9009 18.8327 20.4584  0.0528
H: 25.6247 19.7351 22.3398  0.0642
H: 25.4326 21.4420 22.0953  0.0507
C: 21.6626 13.5960 16.3302  -0.6118
O: 22.1357 14.5583 15.6946  -0.0387
N: 22.4220 12.7706 17.1704  0.1725
N: 20.3305 13.2627 16.1833  0.1562
H: 23.4424 12.9413 17.0124  0.0696
H: 22.1231 11.8420 17.4130  0.0622
H: 20.1185 12.2490 16.2851  0.1029
H: 19.8462 13.8758 15.5436  0.0764
C: 20.9504 21.4045 23.1821  -0.6002
O: 21.3064 21.2323 24.3576  -0.0358
N: 20.2630 22.6117 22.9223  0.1403
N: 21.2054 20.5422 22.1298  0.2014
H: 20.1899 22.9772 21.9660  0.0809
H: 20.0696 23.2614 23.6994  0.1078
H: 22.0582 20.0566 22.3413  0.0670
H: 21.1695 20.9166 21.1941  0.0479
C: 20.3241 18.5199 14.5101  -0.6665
O: 20.3947 19.1934 15.5142  0.0147
N: 19.9292 19.0102 13.3040  0.1689
N: 20.6620 17.1701 14.4353  0.1673
H: 19.7023 19.9913 13.2737  0.1116
H: 19.5387 18.2906 12.7002  0.0756
H: 20.8640 16.6020 15.2475  0.0636
H: 20.9644 16.6704 13.6281  0.0807
C: 20.6577 21.4718 18.5954  -0.6247
O: 20.4932 21.9744 19.7517  -0.0629
N: 21.8940 21.1522 18.1062  0.1962
N: 19.6157 21.1467 17.8164  0.1656
H: 21.9193 20.5643 17.3038  0.0680
H: 22.7061 21.3943 18.6034  0.0466
H: 19.7188 20.8766 16.7999  0.0981
H: 18.7275 21.5196 18.1417  0.0602
C: 15.6159 19.3086 16.0335  -0.6752
O: 15.4677 19.1399 14.8243  -0.0122
N: 16.8166 19.7139 16.5749  0.1729
N: 14.7152 19.0612 16.9830  0.1846
H: 17.6328 19.7050 15.9609  0.0951
H: 16.9935 19.5066 17.5487  0.0593
H: 13.9612 18.3961 16.7277  0.1256
H: 14.9464 19.1466 17.9561  0.0703

Values from the calculation:
energy relative to the best compared isomer or geometry (same formula, charge and spin): 0.00 kcal per mole
highest occupied orbital energy: -9.1 eV
DFT total energy: -6396.612130 Eh
LUMO energy: 0.33 eV